a.
Formula: CH6OS
Source: the OMol25 dataset
Level of theory: ωB97M-V/def2-TZVPD

The value obtained for the orbital gap is 9.89 eV. As for the lowest unoccupied orbital energy: 0.0336 Ha. As for the structure (SMILES): CS.O. Its molecular weight is 66.1 g/mol. Its spin multiplicity is 1. The highest occupied orbital energy comes out at -0.3300 hartree.

Last columns: bonded neighbours and bond lengths (Å).
Cartesian coordinates (Å):
1 C -1.52 2.54 -1.38  S2 1.815, H3 1.098, H4 1.095, H5 1.081
2 S -0.64 0.97 -1.54  C1 1.815, H6 1.323
3 H -1.81 2.89 -2.39  C1 1.098
4 H -2.54 2.30 -1.05  C1 1.095
5 H -1.10 3.33 -0.78  C1 1.081
6 H 0.46 1.16 -0.82  S2 1.323
7 O 2.46 -4.06 3.67  H8 0.952, H9 0.977
8 H 2.54 -4.47 4.52  O7 0.952
9 H 1.73 -3.46 3.92  O7 0.977

b.
Formula: CH6OS
Source: the OMol25 dataset
Level of theory: ωB97M-V/def2-TZVPD

The value obtained for the orbital gap is 8.41 eV. As for the lowest unoccupied orbital energy: -0.0165 Ha. As for the structure (SMILES): CS.O. Its molecular weight is 66.1 g/mol. Its spin multiplicity is 1. The highest occupied orbital energy comes out at -0.3256 hartree.

Last columns: bonded neighbours and bond lengths (Å).
Cartesian coordinates (Å):
1 C -2.66 0.22 2.30  S2 1.837, H3 1.091, H4 1.097, H5 1.030
2 S -2.47 0.37 0.48  C1 1.837, H6 1.422
3 H -3.62 -0.24 2.55  C1 1.091
4 H -2.81 1.27 2.56  C1 1.097
5 H -1.93 -0.45 2.62  C1 1.030
6 H -2.61 0.14 -0.92  S2 1.422
7 O 6.69 -0.69 -2.87  H8 0.900, H9 1.029
8 H 6.52 -0.81 -2.00  O7 0.900
9 H 6.41 -1.57 -3.32  O7 1.029

c.
Formula: CH6OS
Source: the OMol25 dataset
Level of theory: ωB97M-V/def2-TZVPD

The value obtained for the orbital gap is 5.15 eV. As for the lowest unoccupied orbital energy: -0.0518 Ha. Its molecular weight is 66.1 g/mol. Its spin multiplicity is 1. The highest occupied orbital energy comes out at -0.2410 hartree.

Last columns: bonded neighbours and bond lengths (Å).
Cartesian coordinates (Å):
1 O -0.27 0.68 -2.05  H2 1.042, H3 1.000, H4 1.025
2 H -0.35 1.71 -1.92  O1 1.042
3 H -1.12 0.33 -1.65  O1 1.000
4 H 0.50 0.08 -1.75  O1 1.025
5 C 0.31 -0.45 1.56  S6 1.855, H7 1.078, H8 1.100, H9 1.079
6 S -0.10 -1.90 0.48  C5 1.855
7 H 1.31 -0.46 1.96  C5 1.078
8 H 0.13 0.49 1.02  C5 1.100
9 H -0.41 -0.48 2.36  C5 1.079

a comes first in stability; the runner-up is 0.0989 hartree higher.